Record 1
Below is a cluster of 8 separate species, H16O8 in total, with properties calculated with ωB97M-V/def2-TZVPD.

```
! RIJCOSX wB97M-V def2-TZVPD def2/J DEFGRID3
* xyz 0 1
O -0.331 -0.478 3.315
H -0.291 -0.353 2.358
H -1.257 -0.634 3.518
O 0.019 -1.960 -2.554
H -0.556 -1.766 -3.299
H 0.669 -1.251 -2.533
O 3.214 0.161 -0.486
H 2.970 0.109 -1.418
H 3.842 -0.553 -0.347
O -2.615 1.336 0.175
H -3.513 1.001 0.259
H -2.684 2.093 -0.415
O -2.510 2.799 2.937
H -2.280 1.969 2.510
H -3.413 2.972 2.659
O -0.169 -0.373 0.327
H -0.979 0.151 0.372
H 0.303 -0.037 -0.441
O 1.767 0.450 -2.902
H 2.051 1.346 -3.114
H 1.548 0.061 -3.756
O 1.437 -2.734 0.857
H 0.724 -2.122 0.628
H 2.054 -2.188 1.351
*
```

**SMILES string**: O.O.O.O.O.O.O.O
**Relative energy (zero: lowest compared OMol25 entry of this formula, charge and spin)**: 53.7 kcal per mole
**HOMO-LUMO gap**: 0.3683 Eh
**E_HOMO**: -10.3 eV

=====

Record 2
Below is a cluster of 8 separate species, H16O8 in total, with properties calculated with ωB97M-V/def2-TZVPD.

```
! RIJCOSX wB97M-V def2-TZVPD def2/J DEFGRID3
* xyz 0 1
O 0.606 -2.047 -2.611
H 0.953 -2.942 -2.655
H 0.184 -1.951 -1.734
O -0.085 -0.774 -0.378
H 0.050 -1.021 0.555
H -0.090 0.210 -0.411
O -0.321 1.883 -0.946
H -1.064 2.497 -0.958
H -0.117 1.703 -1.885
O 1.865 2.138 1.116
H 1.673 1.400 1.703
H 1.207 2.064 0.408
O 1.037 -1.269 2.237
H 1.892 -1.491 1.845
H 0.831 -2.008 2.824
O -2.824 -0.473 0.835
H -3.652 -0.545 0.349
H -2.129 -0.536 0.158
O -1.034 0.932 2.812
H -1.755 0.607 2.255
H -0.443 0.177 2.914
O 0.808 0.745 -2.946
H 0.671 -0.204 -2.735
H 1.736 0.907 -2.751
*
```

**SMILES string**: O.O.O.O.O.O.O.O
**Relative energy (zero: lowest compared OMol25 entry of this formula, charge and spin)**: 30.2 kcal per mole
**HOMO-LUMO gap**: 0.3914 Eh
**E_HOMO**: -10.7 eV

=====

Record 3
Below is a cluster of 8 separate species, H16O8 in total at a distorted geometry, with properties calculated with ωB97M-V/def2-TZVPD.

```
! RIJCOSX wB97M-V def2-TZVPD def2/J DEFGRID3
* xyz 0 1
O -1.856 2.753 0.663
H -2.752 2.434 0.483
H -1.643 2.608 1.713
H -1.250 2.154 0.049
O -0.425 0.849 -0.217
H 0.060 0.057 0.001
O -2.243 -0.485 -1.650
H -1.702 -0.045 -1.188
H -2.052 -0.195 -2.465
O 0.420 -2.812 0.800
H 0.517 -3.679 1.188
H 0.645 -3.077 -0.052
O 1.994 1.854 0.316
H 2.346 0.989 0.683
H 1.109 1.710 0.264
O 2.611 -1.197 0.896
H 1.817 -1.721 0.733
H 3.182 -1.197 0.095
O 0.793 0.324 -2.426
H 0.385 0.446 -1.706
H 1.446 0.817 -2.280
O -1.447 -0.805 1.674
H -0.930 -0.299 1.029
H -1.024 -1.482 1.397
*
```

**Relative energy (zero: lowest compared OMol25 entry of this formula, charge and spin)**: 176.3 kcal per mole
**HOMO-LUMO gap**: 0.3371 Eh
**E_HOMO**: -10.0 eV

=====

Record 4
Below is a structure of composition H16O8 at a distorted geometry, with properties calculated with ωB97M-V/def2-TZVPD.

```
! RIJCOSX wB97M-V def2-TZVPD def2/J DEFGRID3
* xyz 0 1
O 2.102 -0.907 -2.350
H 1.392 -0.728 -1.733
H 1.910 -0.350 -3.104
O -0.031 -0.508 0.310
H -0.801 0.010 0.547
H 0.145 -0.272 -0.601
O 0.305 -0.399 -1.675
H -0.581 -0.064 -1.812
H 0.528 -0.832 -2.499
O -1.015 2.229 1.104
H -1.469 1.404 1.273
H -1.194 2.764 1.877
O -1.045 -2.248 0.401
H -0.466 -1.485 0.386
H -1.833 -1.959 -0.058
O 1.414 1.538 0.709
H 0.603 1.700 0.227
H 1.675 0.655 0.449
O 2.055 -0.419 0.373
H 2.044 -0.558 1.320
H 1.209 -0.752 0.071
O -2.099 0.688 1.459
H -3.040 0.552 1.346
H -1.810 -0.059 1.983
*
```

**Relative energy (zero: lowest compared OMol25 entry of this formula, charge and spin)**: 417.7 kcal per mole
**HOMO-LUMO gap**: 0.2925 Eh
**E_HOMO**: -8.6 eV

=====

Record 5
Below is a cluster of 8 separate species, H16O8 in total at a distorted geometry, with properties calculated with ωB97M-V/def2-TZVPD.

```
! RIJCOSX wB97M-V def2-TZVPD def2/J DEFGRID3
* xyz 0 1
O 1.132 2.303 0.082
H 2.048 1.997 0.239
H 1.135 3.215 0.313
O -0.919 0.909 -1.722
H -0.673 0.484 -0.926
H -0.585 0.286 -2.421
O -0.982 -2.230 -1.079
H -0.737 -2.883 -0.422
H -0.697 -2.608 -1.950
O -1.907 3.599 -0.628
H -1.450 3.851 0.153
H -1.713 2.727 -0.933
O 3.614 -1.726 1.265
H 3.544 -1.805 2.256
H 2.757 -1.436 0.904
O -0.621 0.154 1.080
H -0.361 1.004 0.789
H 0.175 -0.377 0.775
O -3.089 -1.261 1.406
H -2.193 -1.131 1.071
H -3.144 -2.233 1.667
O 1.543 -0.863 -0.277
H 2.044 -0.373 -0.933
H 1.081 -1.603 -0.706
*
```

**SMILES string**: O.O.O.O.O.O.O.O
**Relative energy (zero: lowest compared OMol25 entry of this formula, charge and spin)**: 61.4 kcal per mole
**HOMO-LUMO gap**: 0.3751 Eh
**E_HOMO**: -10.6 eV

=====

Record 6
Below is a cluster of 8 separate species, H16O8 in total at a distorted geometry, with properties calculated with ωB97M-V/def2-TZVPD.

```
! RIJCOSX wB97M-V def2-TZVPD def2/J DEFGRID3
* xyz 0 1
O 1.506 0.293 -0.498
H 0.801 -0.241 -0.116
H 1.927 -0.295 -1.135
O 4.904 -0.751 -0.661
H 5.081 -0.800 0.285
H 5.572 -1.324 -1.054
O 2.659 -0.786 1.305
H 3.547 -1.155 1.374
H 2.097 -1.554 1.151
O -1.218 0.581 2.484
H -1.385 0.664 3.429
H -0.661 -0.203 2.412
O 0.763 3.892 -0.342
H 0.900 4.403 -1.147
H -0.160 3.619 -0.391
O -3.836 -1.250 0.563
H -4.319 -2.081 0.641
H -2.910 -1.512 0.605
O -1.781 -2.178 -1.553
H -2.560 -1.639 -1.375
H -2.043 -2.728 -2.300
O -3.016 1.727 -0.837
H -2.212 1.882 -1.346
H -3.657 1.434 -1.495
*
```

**SMILES string**: O.O.O.O.O.O.O.O
**Relative energy (zero: lowest compared OMol25 entry of this formula, charge and spin)**: 84.1 kcal per mole
**HOMO-LUMO gap**: 0.3714 Eh
**E_HOMO**: -9.8 eV

=====

Record 7
Below is a cluster of 8 separate species, H16O8 in total at a distorted geometry, with properties calculated with ωB97M-V/def2-TZVPD.

```
! RIJCOSX wB97M-V def2-TZVPD def2/J DEFGRID3
* xyz 0 1
O 0.128 0.531 0.679
H -0.759 0.194 0.624
H 0.306 0.796 -0.237
O 3.684 2.867 0.230
H 3.450 3.721 -0.083
H 3.215 2.190 -0.297
O -2.260 -2.323 -3.362
H -1.906 -2.686 -2.617
H -2.532 -2.981 -4.028
O -3.573 0.135 3.020
H -3.895 -0.796 2.976
H -2.634 0.156 2.921
O 4.216 -1.721 -1.133
H 4.429 -1.107 -1.815
H 3.784 -1.056 -0.471
O -0.223 -0.172 -3.292
H -0.123 0.507 -2.574
H -1.020 0.115 -3.743
O -1.582 2.579 2.132
H -2.039 1.919 1.537
H -2.252 2.673 2.813
O 0.808 -1.898 1.960
H 0.788 -1.271 2.786
H -0.009 -2.373 1.974
*
```

**SMILES string**: O.O.O.O.O.O.O.O
**Relative energy (zero: lowest compared OMol25 entry of this formula, charge and spin)**: 89.0 kcal per mole
**HOMO-LUMO gap**: 0.4008 Eh
**E_HOMO**: -11.1 eV

=====

Record 8
Below is a cluster of 8 separate species, H16O8 in total at a distorted geometry, with properties calculated with ωB97M-V/def2-TZVPD.

```
! RIJCOSX wB97M-V def2-TZVPD def2/J DEFGRID3
* xyz 1 2
O 20.577 -19.238 15.742
H 19.997 -19.966 15.963
H 20.016 -18.615 15.280
O 18.798 -17.674 14.409
H 18.022 -18.083 14.025
H 18.542 -16.763 14.555
O 16.636 -20.569 16.385
H 15.784 -20.307 16.732
H 17.246 -19.914 16.726
O 23.401 -18.087 17.185
H 22.719 -18.750 17.080
H 23.061 -17.318 16.726
O 22.529 -20.555 14.218
H 23.268 -20.908 14.713
H 21.981 -20.127 14.876
O 22.189 -16.621 15.252
H 22.833 -16.494 14.555
H 21.351 -16.693 14.795
O 18.231 -18.995 18.071
H 18.503 -18.136 18.395
H 18.928 -19.588 18.350
O 19.215 -21.903 18.005
H 19.311 -22.252 18.891
H 18.274 -21.942 17.833
*
```

**Relative energy (zero: lowest compared OMol25 entry of this formula, charge and spin)**: 11.9 kcal per mole
**HOMO-LUMO gap (alpha / beta)**: 0.3911 / 0.1071 Eh
**E_HOMO (alpha / beta)**: -13.9 / -13.9 eV

=====

Record 9
Below is a structure of composition H16O8Sr at a distorted geometry, with properties calculated with ωB97M-V/def2-TZVPD.

```
! RIJCOSX wB97M-V def2-TZVPD def2/J DEFGRID3
* xyz 2 1
Sr 0.021 0.081 0.006
O -0.119 3.498 1.424
H 0.093 3.928 0.596
H 0.265 4.065 2.094
O -0.837 -3.695 1.445
H -0.492 -4.377 2.021
H -1.767 -3.905 1.355
O -2.598 -1.952 -2.583
H -2.365 -2.078 -3.502
H -3.216 -2.658 -2.393
O 2.238 -2.186 -1.863
H 2.409 -3.128 -1.868
H 2.825 -1.832 -2.531
O 1.216 -0.599 3.521
H 2.093 -0.299 3.763
H 0.993 -1.249 4.187
O -0.372 2.214 -3.032
H -0.645 1.975 -3.918
H -0.431 3.170 -3.013
O 3.824 1.884 0.577
H 4.027 2.743 0.946
H 4.616 1.636 0.099
O -3.560 0.892 0.757
H -4.330 0.405 0.465
H -3.888 1.468 1.447
*
```

**Relative energy (zero: lowest compared OMol25 entry of this formula, charge and spin)**: 105.7 kcal per mole
**HOMO-LUMO gap**: 0.3500 Eh
**E_HOMO**: -17.3 eV

=====

Record 10
Below is a structure of composition H16O8Ti, with properties calculated with ωB97M-V/def2-TZVPD.

```
! RIJCOSX wB97M-V def2-TZVPD def2/J DEFGRID3
* xyz 1 4
Ti 0.203 0.347 -0.221
O 0.924 2.447 1.112
H 1.682 2.601 1.675
H 0.275 3.089 1.402
O -1.193 0.579 2.677
H -1.436 1.447 2.354
H -1.438 -0.017 1.970
O 2.624 -0.890 -0.791
H 2.740 -0.887 0.160
H 2.888 -1.770 -1.061
O 1.692 2.162 -1.928
H 1.877 1.565 -2.653
H 2.525 2.240 -1.463
O -1.886 -1.131 0.828
H -2.435 -1.195 0.045
H -2.230 -1.802 1.417
O -0.454 -1.440 -1.803
H -0.875 -1.044 -2.566
H 0.134 -2.100 -2.170
O 0.623 -3.076 0.924
H 0.182 -3.920 0.824
H 0.085 -2.464 0.422
O -1.861 1.513 -0.372
H -1.937 2.345 -0.840
H -2.708 1.401 0.058
*
```

**Relative energy (zero: lowest compared OMol25 entry of this formula, charge and spin)**: 5.6 kcal per mole
**HOMO-LUMO gap (alpha / beta)**: 0.2000 / 0.3887 Eh
**E_HOMO (alpha / beta)**: -8.6 / -14.1 eV

=====

Record 11
Below is a structure of composition H17NaO9 at a distorted geometry, with properties calculated with ωB97M-V/def2-TZVPD.

```
! RIJCOSX wB97M-V def2-TZVPD def2/J DEFGRID3
* xyz 0 1
Na -0.424 0.263 0.267
O 1.623 -2.456 -0.608
H 0.931 -3.104 -0.843
O 1.824 -0.739 -3.977
H 1.721 -1.181 -3.134
H 0.955 -0.392 -4.174
O -0.939 2.475 -3.204
H -1.261 3.370 -3.097
H -1.168 2.243 -4.104
O 2.156 3.398 1.171
H 2.201 4.041 0.464
H 2.152 3.921 1.972
O -3.151 2.169 1.389
H -3.129 3.006 1.852
H -3.947 1.741 1.704
O -0.631 -4.600 1.525
H -0.097 -3.901 1.147
H -1.527 -4.267 1.483
O -3.196 -2.130 -0.389
H -3.000 -2.775 -1.068
H -4.061 -1.792 -0.621
O 4.113 0.579 -0.603
H 3.608 -0.234 -0.586
H 3.545 1.223 -0.179
O 0.338 -0.251 4.224
H 0.148 -0.711 5.042
H 1.219 0.103 4.348
*
```

**Relative energy (zero: lowest compared OMol25 entry of this formula, charge and spin)**: 85.9 kcal per mole
**HOMO-LUMO gap**: 0.2063 Eh
**E_HOMO**: -6.7 eV

=====

Record 12
Below is a cluster of 9 separate species, H17O8 in total at a distorted geometry, with properties calculated with ωB97M-V/def2-TZVPD.

```
! RIJCOSX wB97M-V def2-TZVPD def2/J DEFGRID3
* xyz 1 1
O -1.072 1.621 -1.148
H -0.265 1.605 -0.616
H -1.444 0.742 -0.993
O 1.602 1.655 -2.051
H 2.452 1.551 -1.624
H 1.255 -0.008 -0.558
O 1.580 -2.713 -0.090
H 1.503 -1.758 -0.163
H 2.403 -2.841 0.405
O -0.299 -1.198 2.499
H -0.357 -1.266 3.461
H -1.596 -1.824 -0.485
O -1.730 -0.939 -0.095
H -1.269 -0.978 0.747
H -1.086 3.231 0.174
O 0.921 1.379 1.470
H 1.185 0.893 0.678
H 0.325 -0.502 2.307
O -0.926 -3.474 -1.088
H -1.251 -4.305 -1.452
H 0.034 -3.507 -1.101
O -0.374 3.681 0.637
H 1.341 2.261 1.448
H -0.471 4.613 0.448
H 1.541 1.014 -2.762
*
```

**Relative energy (zero: lowest compared OMol25 entry of this formula, charge and spin)**: 199.9 kcal per mole
**HOMO-LUMO gap**: 0.1471 Eh
**E_HOMO**: -14.6 eV